Entry from the Open Molecules 2025 dataset: C25H26BrN6O2PdS as an isolated structure (the ωB97M-V functional and the def2-TZVPD basis).

The calculation puts the highest occupied orbital energy at -10.13 eV. Its spin multiplicity is 1. As for the charge: +1. The calculation puts the energy relative to the best compared isomer or geometry (same formula, charge and spin) at 157.7 kJ/mol. For the max |F|, the calculation gives 0.8 eV/Å. The calculation puts the LUMO energy at -0.1462 Eh.

Each line ends with the Löwdin charge.
CARTESIAN COORDINATES (ANGSTROEM)
Pd: -0.7129 -0.0741 -0.2222  0.792
O: -1.9826 3.9304 3.4444  0.050
C: -2.9650 2.9716 3.4180  -0.267
C: -3.9604 2.9092 4.3794  -0.017
C: -4.9139 1.9034 4.3133  -0.077
C: -4.8686 0.9684 3.2928  -0.081
C: -3.8688 1.0463 2.3319  -0.041
C: -2.9084 2.0420 2.3805  -0.108
C: -1.8266 2.1646 1.3217  -0.373
O: -2.0465 1.2947 0.2460  -0.340
N: -0.5399 1.9245 1.9570  0.004
N: 0.4823 1.5775 1.1644  -0.057
C: 1.6824 1.6158 1.5826  -0.191
C: 2.7949 1.1456 0.7652  -0.608
Br: 2.3669 0.6764 -1.0256  0.815
C: 4.0422 1.1083 1.2369  -0.091
C: 5.2796 0.6597 0.5833  -0.246
C: 6.4349 1.4266 0.7341  -0.035
C: 7.6238 1.0337 0.1419  -0.074
C: 7.6795 -0.1453 -0.5872  -0.080
C: 6.5430 -0.9309 -0.7166  -0.077
C: 5.3495 -0.5321 -0.1371  -0.074
H: -2.1643 4.5640 4.1467  0.115
H: -3.9870 3.6431 5.1770  0.118
H: -5.6916 1.8550 5.0638  0.108
H: -5.6116 0.1842 3.2408  0.102
H: -3.8278 0.3330 1.5206  0.091
H: -1.8584 3.1832 0.9033  0.157
H: -0.3539 2.4266 2.8165  0.136
H: 1.9398 1.9824 2.5780  0.134
H: 4.1563 1.4928 2.2476  0.125
H: 6.3953 2.3424 1.3115  0.116
H: 8.5096 1.6442 0.2559  0.107
H: 8.6098 -0.4576 -1.0426  0.106
H: 6.5916 -1.8629 -1.2646  0.104
H: 4.4705 -1.1566 -0.2206  0.087
C: -3.3180 -4.4729 -2.0211  0.013
C: -2.1146 -3.7208 -1.5717  -0.236
C: -0.9311 -3.6545 -2.2579  0.046
C: 0.0940 -2.8261 -1.7718  -0.287
N: -0.0131 -2.1854 -0.6067  0.027
C: -1.1663 -2.3150 0.1035  -0.828
S: -1.2545 -1.5287 1.5997  0.755
N: -2.2065 -3.0337 -0.4113  0.128
C: 1.3721 -2.6685 -2.5191  -0.017
H: -3.0954 -5.0560 -2.9097  0.095
H: -4.1247 -3.7749 -2.2544  0.106
H: -3.6692 -5.1436 -1.2358  0.103
H: -0.8076 -4.2082 -3.1755  0.131
H: -3.0664 -3.0279 0.1229  0.164
H: 1.3228 -3.1130 -3.5096  0.093
H: 2.1683 -3.1516 -1.9488  0.108
H: 1.6434 -1.6155 -2.5855  0.028
N: -2.3896 1.1203 -2.3193  0.006
C: -2.8071 1.2310 -3.5863  -0.069
C: -1.9054 0.5465 -4.3755  -0.048
C: -0.9509 0.0573 -3.4790  -0.134
N: -1.2580 0.4150 -2.2372  -0.075
H: -2.7132 1.5157 -1.4312  0.131
H: -3.6947 1.7875 -3.8335  0.126
H: -1.9229 0.4399 -5.4451  0.102
H: -0.0551 -0.5066 -3.6786  0.098

***

Entry from the Open Molecules 2025 dataset: C25H26F3N2S3Tc as an isolated structure (the ωB97M-V functional and the def2-TZVPD basis).

As for the expectation value of S²: 0.924. The calculation puts the highest occupied orbital energy (spin up / spin down) at -17.40 / -17.67 eV. Its spin multiplicity is 2. As for the charge: +3. The calculation puts the energy relative to the best compared isomer or geometry (same formula, charge and spin) at 31.6 kJ/mol. For the max |F|, the calculation gives 4.4 eV/Å. The calculation puts the LUMO energy (spin up / spin down) at -0.4471 / -0.4205 Eh.

Each line ends with the Löwdin charge.
CARTESIAN COORDINATES (ANGSTROEM)
Tc: 0.7700 0.2108 -0.5141  1.009
C: 3.9226 0.7944 -2.1369  -0.416
C: 4.2142 -0.2366 -1.0626  -0.440
S: 3.0715 -0.2862 0.3703  0.882
C: 3.5305 1.2156 1.3110  -0.437
C: 3.0379 2.5237 0.7263  -0.423
S: 1.2369 2.5014 0.3318  0.890
C: 1.1571 3.4147 -1.2542  -0.448
C: 1.9983 2.8890 -2.4069  -0.434
S: 2.1269 1.0625 -2.5159  0.900
H: 4.3747 0.4651 -3.0734  0.107
H: 4.3527 1.7605 -1.8880  0.080
H: 5.2138 -0.0797 -0.6499  0.113
H: 4.1871 -1.2511 -1.4630  0.081
H: 4.6204 1.2228 1.3806  0.112
H: 3.1249 1.0544 2.3102  0.092
H: 3.5783 2.7956 -0.1751  0.073
H: 3.1803 3.3169 1.4629  0.109
H: 1.4204 4.4543 -1.0480  0.111
H: 0.0941 3.3781 -1.4997  0.090
H: 3.0131 3.2842 -2.3986  0.093
H: 1.5316 3.2107 -3.3415  0.104
N: -0.8610 0.3247 0.2191  -0.097
C: -1.8997 0.5323 0.9352  -0.222
C: -3.2594 0.4552 0.4085  -0.147
C: -3.4723 0.4359 -0.9827  -0.002
C: -4.7566 0.3713 -1.4906  -0.021
C: -5.8558 0.3031 -0.6417  0.018
C: -5.6580 0.3063 0.7362  -0.002
C: -4.3741 0.3340 1.2567  0.007
C: -1.6750 0.8702 2.3540  -0.163
C: -2.5316 1.7521 3.0266  -0.005
C: -2.3041 2.0639 4.3582  -0.007
C: -1.2012 1.5372 5.0191  0.003
C: -0.3311 0.6827 4.3497  -0.030
C: -0.5480 0.3676 3.0192  -0.028
H: -2.6137 0.4769 -1.6431  0.110
H: -4.9172 0.4099 -2.5578  0.127
H: -6.8570 0.2556 -1.0430  0.136
H: -6.5123 0.2792 1.3968  0.132
H: -4.2378 0.1799 2.3195  0.129
H: -3.3341 2.2444 2.4957  0.131
H: -2.9812 2.7290 4.8737  0.132
H: -1.0236 1.7896 6.0538  0.133
H: 0.4996 0.2379 4.8793  0.124
H: 0.1161 -0.3175 2.4967  0.102
F: 1.3388 -6.3433 -3.0280  0.189
C: 0.5137 -5.9901 -2.0527  -0.604
F: -0.7084 -6.4319 -2.3278  0.188
F: 0.9220 -6.5743 -0.9211  0.184
C: 0.4953 -4.4808 -1.8473  -0.040
C: -0.5445 -3.9047 -1.1273  0.065
C: -0.5026 -2.5468 -0.8734  -0.084
N: 0.5034 -1.7610 -1.2827  -0.123
C: 1.4588 -2.3166 -2.0380  -0.125
C: 1.5058 -3.6648 -2.3393  0.067
H: -1.3706 -4.5034 -0.7733  0.148
H: -1.3015 -2.0717 -0.3203  0.106
H: 2.2184 -1.6591 -2.4346  0.074
H: 2.3028 -4.0753 -2.9392  0.144

***

Entry from the Open Molecules 2025 dataset: a single C25H26FN5O4 molecule (the ωB97M-V functional and the def2-TZVPD basis).

The calculation puts the highest occupied orbital energy at -7.37 eV. Its spin multiplicity is 1. The calculation puts the energy relative to the best compared isomer or geometry (same formula, charge and spin) at 0.0 kJ/mol. For the max |F|, the calculation gives 1.4 eV/Å. Its SMILES is COc1ccc(N2C[C@@H](C)Cn3c2nc2c3c(=O)n(Cc3ccccc3F)c(=O)n2C)c(OC)c1. The calculation puts the LUMO energy at 0.0240 Eh.

Each line ends with the Löwdin charge.
CARTESIAN COORDINATES (ANGSTROEM)
C: -7.1797 -2.6337 -1.5201  -0.088
O: -6.3502 -2.4534 -0.3973  -0.080
C: -5.3515 -1.5318 -0.4694  -0.271
C: -5.0885 -0.7240 -1.5671  -0.025
C: -4.0274 0.1655 -1.5137  0.000
C: -3.2377 0.2764 -0.3868  -0.160
N: -2.1472 1.1791 -0.3674  0.013
C: -2.4188 2.5998 -0.2374  -0.098
C: -1.1714 3.4199 -0.5782  -0.328
C: -1.4556 4.9140 -0.4910  -0.061
C: -0.0519 3.0138 0.3819  -0.085
N: 0.0597 1.5818 0.3578  0.066
C: -0.9313 0.7275 0.0149  -0.283
N: -0.5494 -0.5463 0.0165  0.222
C: 0.7498 -0.5041 0.3804  -0.206
C: 1.1773 0.7968 0.5969  -0.057
C: 2.5124 1.1306 0.9344  -0.372
O: 2.9786 2.2414 1.1310  0.059
N: 3.3054 -0.0266 1.0386  0.069
C: 4.7259 0.1664 1.2867  -0.062
C: 5.5884 -0.3786 0.1820  -0.141
C: 6.7971 -0.9984 0.4731  -0.031
C: 7.6125 -1.4934 -0.5281  -0.087
C: 7.2306 -1.3859 -1.8542  -0.087
C: 6.0316 -0.7760 -2.1735  -0.010
C: 5.2351 -0.2803 -1.1583  -0.213
F: 4.0708 0.3153 -1.5131  0.076
C: 2.9083 -1.3412 0.8656  -0.437
O: 3.6852 -2.2646 1.0061  0.098
N: 1.5910 -1.5604 0.5326  0.020
C: 1.1328 -2.9156 0.3241  -0.003
C: -3.5202 -0.5168 0.7413  -0.207
O: -2.7457 -0.3036 1.8351  -0.080
C: -2.8472 -1.2025 2.9134  -0.070
C: -4.5645 -1.4221 0.6788  0.069
H: -7.8862 -3.4141 -1.2417  0.093
H: -7.7296 -1.7192 -1.7645  0.095
H: -6.6071 -2.9590 -2.3941  0.096
H: -5.6815 -0.7826 -2.4646  0.101
H: -3.8016 0.7784 -2.3729  0.122
H: -2.7479 2.8354 0.7852  0.143
H: -3.2359 2.8452 -0.9208  0.132
H: -0.8620 3.1647 -1.5973  0.153
H: -1.7911 5.1806 0.5087  0.083
H: -2.2283 5.1981 -1.2010  0.080
H: -0.5559 5.4812 -0.7139  0.083
H: -0.2814 3.3528 1.4002  0.143
H: 0.9111 3.4416 0.0934  0.136
H: 4.9983 -0.3192 2.2281  0.138
H: 4.8624 1.2501 1.3807  0.134
H: 7.0942 -1.0974 1.5061  0.116
H: 8.5452 -1.9723 -0.2715  0.100
H: 7.8596 -1.7779 -2.6388  0.102
H: 5.7017 -0.6771 -3.1959  0.116
H: 0.1337 -2.8588 -0.0996  0.082
H: 1.1133 -3.4560 1.2721  0.097
H: 1.8149 -3.4302 -0.3527  0.096
H: -2.0705 -0.9069 3.6171  0.096
H: -3.8244 -1.1338 3.4029  0.096
H: -2.6711 -2.2317 2.5892  0.101
H: -4.8142 -2.0606 1.5098  0.119